{
  "formula": "C11H34F3InO9",
  "method": "ωB97M-V with the def2-TZVPD basis set",
  "e_tot_ev": -43694.000,
  "gap_ev": 9.938,
  "charge": 2,
  "fmax_ev_per_a": 3.59,
  "multiplicity": 1,
  "symbols": ["In", "C", "C", "O", "C", "O", "C", "F", "F", "F", "H", "H", "H", "H", "H", "H", "C", "O", "H", "H", "H", "H", "C", "O", "H", "H", "H", "H", "C", "O", "H", "H", "H", "H", "C", "O", "H", "H", "H", "H", "C", "O", "H", "H", "H", "H", "C", "O", "H", "H", "H", "H", "C", "O", "H", "H", "H", "H"],
  "xyz": [[-0.0599, -0.3017, 0.1865], [0.5456, 3.4477, -1.7370], [-0.7417, 2.6748, -2.0320], [-0.9601, 1.6270, -1.1052], [-2.0644, 0.8586, -1.4633], [-1.6963, -0.3066, -0.9451], [-3.3835, 1.3736, -0.8674], [-3.8013, 2.4410, -1.5872], [-4.1737, 0.3093, -1.1986], [-3.4349, 1.5781, 0.4675], [0.6676, 3.8371, -0.7316], [0.4871, 4.3316, -2.3420], [1.4156, 2.8681, -1.9684], [-0.7169, 2.2889, -3.0584], [-1.5655, 3.3620, -2.0263], [-2.1314, 0.7031, -2.5239], [-0.4825, -3.1034, -1.2983], [0.3709, -2.3219, -0.4674], [0.0350, -3.9418, -1.8027], [-0.9531, -2.4788, -2.1223], [-1.3535, -3.4708, -0.7464], [1.1692, -2.8925, -0.3403], [-2.9039, -1.7899, 1.4169], [-1.4773, -1.8504, 1.5612], [-3.2800, -0.7513, 1.4656], [-3.2998, -2.2420, 2.2507], [-3.3010, -2.2100, 0.5172], [-1.2970, -2.7470, 1.9162], [1.5888, 2.1973, 1.6028], [1.3427, 1.4621, 0.4074], [0.8153, 2.9988, 1.6339], [2.5403, 2.6746, 1.5140], [1.5293, 1.5515, 2.4539], [1.9141, 1.9124, -0.2097], [3.8128, -1.7867, -0.1677], [2.8665, -0.8278, 0.2446], [4.8155, -1.2957, -0.4084], [3.5901, -2.3913, -1.0988], [3.9463, -2.4142, 0.6284], [3.4234, -0.1358, 0.6134], [-1.2936, 0.9492, 2.8703], [-1.1740, 1.0324, 1.4726], [-1.2557, 0.0177, 3.3514], [-2.3085, 1.3262, 3.0103], [-0.5754, 1.6223, 3.3288], [-1.4535, 1.9811, 1.2109], [1.2267, -2.2060, 2.4973], [0.9211, -0.8657, 2.0248], [2.1571, -2.1263, 2.9996], [1.3154, -2.8964, 1.6424], [0.4589, -2.5562, 3.1715], [1.2280, -0.3735, 2.8316], [0.9420, -0.1841, -3.1197], [1.1906, -0.1156, -1.7145], [1.0128, 0.7884, -3.6267], [-0.0571, -0.6945, -3.3549], [1.6970, -0.8400, -3.5420], [2.1702, -0.0967, -1.6854]],
  "forces_ev_per_a": [[0.0, 0.4, -0.7], [-0.9, -0.1, 0.1], [1.1, 1.0, -0.1], [0.3, 2.5, -0.7], [1.4, -0.4, 1.5], [-1.1, -3.3, 0.6], [-0.4, -1.5, -2.2], [0.0, -0.3, 1.3], [-0.7, 1.0, 0.9], [-0.3, 0.4, -1.3], [-0.4, -0.2, 0.4], [0.4, 0.4, -0.6], [0.6, -0.3, -0.5], [0.2, -0.2, 0.1], [-0.5, 0.4, 0.2], [-0.6, 0.8, -0.9], [-2.1, -0.1, -2.2], [1.7, -2.0, 0.0], [0.0, 0.5, 0.6], [0.9, -0.5, 1.1], [0.4, -0.1, 0.2], [-0.7, 1.2, 0.0], [-0.2, 2.0, -0.6], [0.0, -0.6, -0.1], [0.7, -0.3, -0.2], [-1.2, -1.3, 1.8], [0.2, -0.4, -0.7], [0.0, 0.9, -0.5], [-1.5, 1.3, -0.3], [0.7, -0.1, 0.6], [0.5, -0.5, 0.5], [0.7, 0.2, 0.3], [0.1, -0.1, 0.5], [-0.2, -0.3, -1.1], [2.1, 0.6, -2.9], [0.0, 0.6, -0.7], [-1.2, -0.6, 0.3], [-0.5, 0.9, 1.0], [0.7, -2.1, 1.8], [-0.4, 0.2, 0.2], [-1.5, 2.5, 0.8], [0.4, 1.6, -0.6], [0.3, -1.7, -0.3], [0.1, 0.1, 0.9], [0.0, 0.1, 0.3], [0.7, -2.4, 0.2], [-0.4, -0.6, -1.2], [0.9, 0.0, 2.5], [0.9, -0.3, 0.5], [0.0, 0.5, 0.6], [-0.2, 0.0, 0.2], [-0.8, 0.2, -1.6], [-1.5, -1.0, -1.3], [1.3, 0.5, -0.7], [-0.2, -0.2, 0.4], [1.3, 1.0, 0.6], [0.1, -0.1, -0.3], [-0.8, -0.1, 0.8]],
  "mulliken_charge": [2.79, -1.24, -0.51, -0.29, -0.46, -0.93, 0.46, -0.27, -0.26, -0.23, 0.23, 0.56, 0.19, 0.42, 0.45, 0.79, -0.77, -0.41, 0.49, 0.13, 0.24, 0.24, -0.82, -0.31, 0.10, 0.55, 0.29, 0.26, -1.00, -0.29, 0.22, 0.51, 0.20, 0.31, -1.04, -0.01, 0.33, 0.29, 0.41, 0.19, -1.17, -0.11, 0.33, 0.41, 0.36, 0.33, -1.04, -0.23, 0.36, 0.27, 0.35, 0.24, -1.04, -0.18, 0.29, 0.22, 0.54, 0.27]
}

{
  "formula": "C11H34FO11",
  "method": "ωB97M-V with the def2-TZVPD basis set",
  "e_tot_ev": -37199.149,
  "gap_ev": 9.489,
  "charge": -1,
  "fmax_ev_per_a": 1.45,
  "multiplicity": 1,
  "symbols": ["F", "C", "O", "H", "H", "H", "H", "C", "C", "O", "O", "H", "H", "H", "H", "H", "H", "C", "C", "O", "O", "H", "H", "H", "H", "H", "H", "C", "C", "O", "O", "H", "H", "H", "H", "H", "H", "C", "C", "O", "O", "H", "H", "H", "H", "H", "H", "C", "C", "O", "O", "H", "H", "H", "H", "H", "H"],
  "xyz": [[-0.3040, -0.1629, -0.0949], [-1.9086, -0.2625, 3.3139], [-0.7155, 0.4189, 2.9518], [-2.8138, 0.2738, 3.0303], [-1.8937, -1.2365, 2.8273], [-1.8822, -0.4288, 4.3873], [-0.5851, 0.4602, 1.9938], [-1.0600, -3.5568, -1.0146], [-0.6155, -2.8608, -2.2926], [0.5255, -2.0750, -2.0656], [-1.7381, -2.6391, -0.1663], [-0.1647, -3.9537, -0.5227], [-1.7007, -4.4070, -1.2547], [-1.4563, -2.2761, -2.6861], [-0.3371, -3.5737, -3.0736], [0.2683, -1.3383, -1.4902], [-1.2369, -1.7984, -0.1678], [0.0263, 3.4465, 0.7327], [-0.0621, 4.2822, -0.5279], [-0.6304, 5.5523, -0.2325], [0.7539, 2.2806, 0.4617], [-0.9578, 3.2887, 1.1891], [0.5726, 4.0318, 1.4793], [-0.6223, 3.7556, -1.3102], [0.9659, 4.3517, -0.9090], [-0.4390, 6.1424, -0.9649], [0.1876, 1.5230, 0.2077], [4.2427, 0.6714, -0.8859], [3.1467, 1.3031, -1.7096], [2.0279, 0.4696, -1.8457], [4.8046, -0.4573, -1.5662], [3.8355, 0.3075, 0.0648], [5.0335, 1.3785, -0.6081], [3.5023, 1.5392, -2.7146], [2.8142, 2.2344, -1.2340], [1.4116, 0.4857, -1.1029], [5.7054, -0.5825, -1.2655], [1.4517, -2.4930, 2.4442], [0.5719, -3.7234, 2.5416], [-0.7982, -3.3470, 2.4964], [1.6269, -2.0649, 1.0838], [2.4813, -2.7145, 2.7415], [1.0688, -1.6774, 3.0567], [0.7225, -4.2162, 3.5043], [0.7915, -4.4560, 1.7603], [-0.9516, -2.8401, 1.6750], [0.9566, -1.3827, 0.8994], [-3.1802, 1.6848, -0.8284], [-2.7671, 1.1762, -2.1877], [-1.3740, 1.0952, -2.3242], [-2.9822, 0.7194, 0.2199], [-4.2356, 1.9476, -0.7469], [-2.5884, 2.5584, -0.5401], [-3.1686, 1.8625, -2.9450], [-3.2709, 0.2354, -2.4472], [-1.0069, 0.6083, -1.5553], [-2.0483, 0.4396, 0.2179]],
  "forces_ev_per_a": [[-0.2, 0.1, 0.1], [0.4, -0.4, -0.7], [0.3, 0.5, 0.3], [0.0, 0.1, 0.0], [-0.4, -0.1, 0.1], [0.0, 0.1, 0.1], [-0.3, -0.3, 0.1], [0.4, 0.1, -0.4], [0.1, -0.3, 0.0], [-0.2, 0.2, -0.1], [0.1, 0.0, 0.2], [0.0, 0.0, 0.0], [-0.4, 0.2, 0.2], [0.0, 0.1, 0.0], [0.0, -0.2, 0.1], [0.3, 0.0, -0.1], [-0.2, -0.1, -0.1], [-0.1, 0.6, 0.2], [0.3, -0.3, -0.4], [0.0, 0.1, 0.1], [0.0, -0.5, 0.1], [-0.1, -0.3, -0.2], [0.1, -0.1, 0.0], [-0.2, 0.0, 0.1], [-0.1, 0.3, 0.1], [-0.1, 0.0, 0.0], [0.1, 0.3, 0.1], [0.3, -0.6, 0.6], [-0.6, 0.3, 0.6], [-0.1, -0.5, -0.7], [0.0, 0.2, -0.4], [-0.3, 0.1, 0.0], [-0.1, 0.2, -0.3], [0.1, -0.1, 0.0], [0.4, 0.1, 0.1], [0.4, 0.3, 0.2], [0.0, 0.0, 0.1], [1.1, -0.2, -0.9], [-0.5, 0.5, 0.3], [0.0, 0.0, -0.2], [-0.8, 0.3, 0.4], [-0.1, -0.2, 0.4], [-0.2, -0.1, 0.1], [0.0, 0.0, 0.1], [0.2, 0.1, -0.1], [-0.1, -0.5, 0.1], [0.2, -0.1, -0.3], [0.2, -0.6, 1.3], [-0.7, 0.3, -0.4], [0.2, -0.1, 0.1], [0.0, 0.0, -0.3], [0.0, 0.0, -0.3], [0.0, 0.3, -0.5], [0.4, 0.2, 0.0], [0.1, -0.2, 0.5], [0.0, 0.0, -0.4], [-0.2, 0.0, -0.1]],
  "mulliken_charge": [0.26, -0.39, -0.59, 0.23, 0.12, 0.30, 0.28, -0.03, -0.40, -0.51, -0.65, -0.01, 0.43, 0.14, 0.41, 0.04, 0.15, -0.38, -0.31, -0.56, -0.47, 0.25, 0.43, 0.18, 0.33, 0.32, 0.13, -0.34, -0.08, -0.46, -0.51, 0.16, 0.40, 0.33, -0.03, 0.10, 0.27, -0.32, -0.34, -0.57, -0.46, 0.34, 0.25, 0.37, 0.21, 0.17, 0.05, -0.13, -0.40, -0.53, -0.57, 0.40, -0.04, 0.39, 0.22, 0.28, 0.12]
}

{
  "formula": "C11H35F9N4O10PS",
  "method": "ωB97M-V with the def2-TZVPD basis set",
  "e_tot_ev": -82989.941,
  "gap_ev": 8.572,
  "charge": 1,
  "fmax_ev_per_a": 5.01,
  "multiplicity": 1,
  "symbols": ["N", "H", "H", "H", "H", "N", "H", "H", "H", "H", "N", "H", "H", "H", "H", "N", "H", "H", "H", "H", "C", "O", "H", "H", "H", "C", "O", "O", "C", "F", "F", "F", "C", "C", "H", "H", "H", "H", "H", "H", "P", "F", "F", "F", "F", "F", "F", "C", "C", "C", "O", "C", "O", "O", "H", "H", "H", "H", "H", "H", "C", "C", "O", "S", "O", "O", "O", "H", "H", "H", "H"],
  "xyz": [[3.6991, -1.3801, 0.0624], [3.7689, -2.3667, 0.2670], [2.7416, -1.2001, -0.2037], [4.3637, -1.0512, -0.6234], [3.8452, -0.8489, 0.9089], [-0.1548, 0.7170, 1.4332], [-0.4613, 0.0333, 2.1106], [0.5176, 0.3101, 0.7989], [0.2470, 1.4399, 2.0128], [-0.9134, 1.1317, 0.9110], [0.2107, -3.1178, 1.3634], [0.3663, -2.5326, 0.5551], [1.1452, -3.3600, 1.6603], [-0.3232, -3.9252, 1.0750], [-0.1983, -2.5766, 2.1117], [0.1757, -0.2947, 5.4306], [1.0463, 0.0564, 5.0578], [0.3705, -1.1934, 5.8483], [-0.4232, -0.5313, 4.6525], [-0.2996, 0.4050, 5.9826], [-2.5566, -1.2870, 2.5205], [-1.3028, -1.3614, 3.2353], [-3.3505, -1.1324, 3.2512], [-2.6841, -0.4713, 1.8088], [-2.7273, -2.1661, 1.8990], [0.6279, -1.2416, -1.6858], [-0.2332, -2.2575, -1.2320], [1.1249, -0.7202, -0.4610], [1.5160, -1.6303, -2.8987], [1.0276, -2.3875, -3.8663], [2.0031, -0.5602, -3.5359], [2.5804, -2.3060, -2.3776], [-1.3800, -2.6259, -1.9605], [-2.2103, -3.5388, -1.0694], [-1.6388, -4.4283, -0.8045], [-2.5465, -3.0733, -0.1429], [-3.1178, -3.9489, -1.5125], [-1.0733, -3.2569, -2.7947], [-1.8981, -1.7006, -2.2122], [-0.0054, -0.4666, -2.1175], [3.1795, 0.1924, 3.2154], [2.6846, -0.4992, 4.6197], [4.1014, 1.3653, 3.8902], [4.4755, -0.7860, 3.2728], [3.7142, 0.7719, 1.7900], [2.3515, -0.7566, 2.2728], [1.8939, 1.2156, 3.2472], [-2.8283, 2.0634, -4.4562], [-3.4449, 1.9242, -3.0173], [-3.4242, 0.4418, -2.5199], [-2.8949, 0.5767, -1.2462], [-2.5612, 1.8430, -0.9671], [-2.0438, 2.2311, 0.1250], [-2.7380, 2.5852, -2.0348], [-1.8238, 1.6455, -4.5237], [-2.8878, 3.0710, -4.8677], [-3.3701, 1.4394, -5.1670], [-4.4887, 2.2216, -2.9171], [-2.7913, -0.1802, -3.1529], [-4.4496, 0.1020, -2.6657], [1.5266, 2.7446, -1.6989], [0.8328, 4.1090, -1.8684], [1.1278, 4.8390, -0.6415], [1.7723, 3.8213, 0.5669], [0.9418, 3.8749, 1.7674], [3.2180, 4.0918, 0.6994], [1.5428, 2.4313, -0.3193], [2.5957, 2.8256, -1.8953], [1.1515, 1.9649, -2.3619], [-0.2498, 3.9883, -1.8286], [1.0071, 4.6873, -2.7757]],
  "forces_ev_per_a": [[1.4, -0.4, 0.5], [0.5, -0.2, -0.2], [-2.2, 0.8, -0.8], [0.1, -0.3, -0.4], [0.3, 0.4, 0.5], [0.1, 0.8, 1.0], [-0.8, -1.3, 0.6], [0.7, -0.4, -0.8], [0.5, 0.5, -0.2], [-0.7, 0.2, -0.3], [1.3, -0.6, -0.2], [-0.3, 1.0, -1.1], [0.2, -0.6, 0.3], [-0.2, -0.2, 0.2], [-1.4, 1.1, 1.3], [0.1, 0.1, 0.0], [0.6, 0.3, -0.1], [0.0, 0.0, 0.9], [-1.4, -0.5, -1.8], [0.0, -0.2, 0.6], [1.1, 0.1, 1.3], [0.2, 0.4, -1.3], [-0.4, -0.4, -0.1], [0.5, 0.6, -0.2], [-0.2, -0.5, 0.2], [-1.9, 2.2, 2.2], [0.6, -1.2, 0.0], [1.4, -1.6, -2.8], [1.8, -0.3, 1.2], [-1.0, -0.4, 0.3], [0.0, 0.6, 0.5], [0.4, -0.2, -0.2], [-0.3, -0.8, 0.2], [-0.3, -0.1, 0.5], [0.3, 0.0, 0.0], [0.2, 0.3, 0.0], [0.1, 0.3, -0.5], [-0.2, 0.5, -0.6], [-0.2, -0.3, -0.4], [-0.4, 0.4, -0.4], [3.5, 3.1, 0.7], [-0.1, 0.5, -0.7], [-1.3, -1.1, 0.5], [-0.8, -0.4, -0.4], [0.2, 0.7, -0.6], [-1.7, -2.5, 0.4], [0.3, -0.5, 0.4], [-0.8, -0.1, 0.7], [-0.5, -1.8, -2.3], [-0.2, 1.3, -2.5], [-0.1, -0.8, 2.1], [2.2, 0.8, 3.3], [-2.2, -1.5, -4.3], [1.1, 2.0, 1.0], [0.2, 0.4, 0.4], [0.2, 0.0, 0.3], [-0.5, -0.1, 0.2], [0.1, 0.5, -0.6], [0.2, 0.0, 0.2], [0.0, -0.5, 1.1], [1.7, 1.2, -1.0], [-1.1, -0.7, 1.4], [1.1, -1.2, 1.1], [1.5, 1.5, -0.5], [1.2, -0.7, -2.6], [-3.6, -0.8, -0.5], [-1.1, 0.8, 1.9], [0.1, 0.3, -0.8], [-0.4, -0.2, 0.7], [-0.2, -0.3, -0.1], [0.9, 0.0, 0.3]],
  "mulliken_charge": [-0.01, 0.41, -0.23, 0.44, 0.17, 0.83, 0.29, -0.36, 0.33, 0.26, 0.03, 0.07, 0.43, 0.41, 0.13, -0.19, 0.26, 0.37, 0.16, 0.41, -0.65, -1.03, 0.37, 0.15, 0.09, -0.02, -0.40, -0.62, 0.71, -0.26, -0.26, -0.32, 0.71, -1.33, 0.36, 0.18, 0.45, 0.32, -0.45, -0.05, 1.41, -0.44, -0.38, -0.38, -0.44, -0.36, -0.41, -1.45, 0.27, -0.49, -0.15, 0.58, -0.79, -0.31, 0.31, 0.39, 0.41, 0.36, 0.31, 0.30, -0.37, -0.18, -0.42, 1.31, -0.58, -0.56, -0.07, 0.32, 0.21, 0.11, 0.35]
}

> The highest charge belongs to which entry?

C11H34F3InO9

> Among the records above, which one has the lowest charge?

C11H34FO11